{
  "formula": "C34H46I2N3O3S3",
  "method": "wB97M-V/def2-TZVPD",
  "lumo_ha": 0.0743,
  "orbital_gap_ev": 7.0,
  "charge": -1,
  "e_tot_ev": -95326.309,
  "species": ["C", "C", "C", "C", "N", "C", "C", "C", "C", "C", "S", "C", "C", "C", "C", "C", "S", "C", "C", "N", "C", "O", "O", "C", "C", "C", "C", "C", "O", "C", "C", "C", "N", "C", "C", "C", "C", "C", "C", "C", "I", "C", "C", "I", "S", "H", "H", "H", "H", "H", "H", "H", "H", "H", "H", "H", "H", "H", "H", "H", "H", "H", "H", "H", "H", "H", "H", "H", "H", "H", "H", "H", "H", "H", "H", "H", "H", "H", "H", "H", "H", "H", "H", "H", "H", "H", "H", "H", "H", "H", "H"],
  "xyz": [[3.72, -4.28, 0.52], [3.25, -4.31, -0.94], [2.72, -2.94, -1.44], [1.20, -2.90, -1.51], [0.66, -3.00, -0.16], [-0.69, -2.54, -0.03], [-1.79, -3.27, -0.48], [-1.66, -4.65, -1.11], [-2.54, -5.68, -0.41], [-2.25, -5.77, 1.10], [-3.73, -6.00, 2.13], [-3.08, -2.74, -0.33], [-3.31, -1.50, 0.29], [-4.72, -0.98, 0.41], [-5.42, -0.87, -0.94], [-4.56, -0.13, -1.96], [-5.63, 0.95, -2.95], [-2.19, -0.81, 0.78], [-0.89, -1.31, 0.61], [0.24, -0.63, 1.14], [0.41, -1.01, 2.63], [0.50, -0.03, 3.36], [0.42, -2.23, 2.81], [0.23, 0.77, 0.95], [-0.92, 1.53, 1.15], [-0.94, 2.92, 0.94], [-2.26, 3.65, 1.09], [-2.70, 3.85, 2.51], [-1.97, 4.02, 3.43], [0.26, 3.57, 0.58], [0.25, 5.08, 0.39], [0.27, 5.53, -1.08], [-0.52, 4.74, -2.02], [1.45, 2.82, 0.40], [2.72, 3.55, 0.03], [3.99, 3.38, 0.88], [5.03, 4.44, 0.44], [3.71, 3.50, 2.37], [1.39, 1.41, 0.55], [2.58, 0.59, 0.21], [3.57, -0.33, 1.81], [2.96, 0.46, -1.06], [2.13, 0.91, -2.23], [4.78, -0.40, -1.63], [-2.40, 0.71, 1.64], [4.02, -3.28, 0.82], [4.56, -4.94, 0.68], [2.92, -4.59, 1.20], [2.44, -5.02, -1.03], [4.07, -4.62, -1.59], [3.15, -2.68, -2.40], [2.98, -2.20, -0.69], [0.84, -3.69, -2.18], [0.88, -1.93, -1.90], [0.70, -3.95, 0.18], [-1.96, -4.57, -2.15], [-0.63, -4.98, -1.05], [-3.59, -5.45, -0.55], [-2.39, -6.67, -0.85], [-1.64, -6.63, 1.33], [-1.74, -4.89, 1.47], [-4.05, -4.71, 2.25], [-3.94, -3.29, -0.69], [-4.72, 0.00, 0.88], [-5.29, -1.66, 1.05], [-6.37, -0.35, -0.83], [-5.65, -1.86, -1.32], [-4.07, -0.82, -2.64], [-3.79, 0.47, -1.47], [-4.80, 1.21, -3.95], [-2.28, 4.61, 0.60], [-3.03, 3.05, 0.61], [-3.80, 3.87, 2.66], [-0.59, 5.52, 0.92], [1.13, 5.48, 0.89], [1.30, 5.52, -1.43], [-0.08, 6.56, -1.14], [-1.41, 4.48, -1.61], [-0.04, 3.89, -2.26], [2.97, 3.32, -1.01], [2.54, 4.62, 0.04], [4.45, 2.43, 0.63], [5.76, 4.00, -0.23], [4.56, 5.26, -0.11], [5.57, 4.83, 1.30], [2.73, 3.12, 2.65], [3.82, 4.53, 2.70], [4.44, 2.92, 2.93], [2.75, 1.05, -3.11], [1.37, 0.16, -2.45], [1.61, 1.84, -2.02]]
}

=====

{
  "formula": "C34H46N2OPReSi2",
  "method": "wB97M-V/def2-TZVPD",
  "lumo_ha": [-0.4143, -0.3983],
  "orbital_gap_ev": [5.7, 6.2],
  "charge": 3,
  "multiplicity": 2,
  "e_tot_ev": -68181.314,
  "de_lowest_ev": 0.257,
  "species": ["Re", "N", "P", "C", "C", "C", "C", "C", "C", "C", "C", "C", "C", "C", "C", "C", "C", "C", "C", "C", "N", "H", "H", "H", "H", "H", "H", "H", "H", "H", "H", "H", "H", "H", "H", "H", "C", "Si", "C", "C", "C", "Si", "C", "C", "C", "H", "H", "H", "H", "H", "H", "H", "H", "H", "H", "H", "H", "H", "H", "H", "H", "H", "H", "H", "C", "C", "C", "C", "C", "C", "C", "O", "C", "C", "C", "H", "H", "H", "H", "H", "H", "H", "H", "H", "H", "H", "H"],
  "xyz": [[0.02, -0.32, -0.28], [-2.09, 0.50, -2.40], [-0.45, 0.97, -2.27], [0.06, 1.28, -3.98], [-0.88, 1.70, -4.92], [-0.45, 2.09, -6.18], [0.90, 2.08, -6.50], [1.83, 1.66, -5.56], [1.42, 1.27, -4.30], [-0.48, 2.64, -1.56], [0.68, 3.09, -0.91], [0.73, 4.36, -0.38], [-0.38, 5.20, -0.50], [-1.52, 4.76, -1.15], [-1.58, 3.49, -1.68], [-2.62, -0.53, -1.67], [-3.92, -0.99, -1.91], [-4.40, -2.06, -1.20], [-3.57, -2.70, -0.27], [-2.32, -2.20, -0.06], [-1.85, -1.12, -0.73], [-2.66, 0.81, -3.18], [-1.94, 1.75, -4.70], [-1.18, 2.41, -6.91], [1.22, 2.39, -7.48], [2.89, 1.66, -5.80], [2.14, 0.94, -3.57], [1.55, 2.44, -0.84], [1.63, 4.71, 0.11], [-0.34, 6.20, -0.08], [-2.37, 5.43, -1.25], [-2.48, 3.16, -2.19], [-4.53, -0.50, -2.65], [-5.40, -2.43, -1.39], [-3.90, -3.58, 0.27], [-1.64, -2.67, 0.63], [3.67, -3.28, -2.28], [2.37, -1.96, -2.10], [3.18, -0.31, -1.61], [1.28, -2.00, -3.65], [1.01, -2.13, -0.66], [1.87, -2.79, 1.00], [0.51, -3.65, 2.02], [3.15, -4.14, 0.71], [2.63, -1.24, 1.77], [4.13, -3.18, -3.27], [3.27, -4.29, -2.22], [4.48, -3.18, -1.55], [3.57, 0.23, -2.47], [4.03, -0.49, -0.94], [2.48, 0.35, -1.08], [1.92, -2.03, -4.53], [0.62, -1.14, -3.73], [0.67, -2.91, -3.65], [0.30, -2.89, -1.00], [-0.08, -4.33, 1.41], [-0.15, -2.94, 2.52], [1.00, -4.24, 2.79], [2.84, -4.83, -0.07], [3.26, -4.71, 1.63], [4.12, -3.73, 0.45], [2.13, -0.31, 1.45], [3.69, -1.15, 1.50], [2.58, -1.28, 2.85], [-6.16, 2.36, 1.81], [-4.88, 1.66, 2.06], [-3.65, 2.23, 1.67], [-2.46, 1.57, 1.85], [-1.17, 2.32, 1.63], [-2.47, 0.28, 2.45], [-1.30, -0.51, 2.59], [-0.33, -0.61, 1.78], [-3.69, -0.26, 2.96], [-3.72, -1.56, 3.71], [-4.86, 0.43, 2.72], [-6.02, 3.32, 1.32], [-6.69, 2.53, 2.75], [-6.82, 1.74, 1.20], [-3.65, 3.23, 1.26], [-1.35, 3.25, 1.11], [-0.40, 1.77, 1.07], [-0.73, 2.55, 2.60], [-1.22, -1.12, 3.49], [-3.32, -2.40, 3.13], [-4.75, -1.81, 3.99], [-3.15, -1.48, 4.64], [-5.80, 0.02, 3.07]]
}

=====

{
  "formula": "C34H46N8O9",
  "method": "wB97M-V/def2-TZVPD",
  "smiles": "C[C@H]1COC(=O)O1.C[C@H]1COC(=O)O1.C[C@H]1COC(=O)O1.c1ccncc1.c1ccncc1.CC#N.CC#N.CC#N.CC#N.CC#N.CC#N",
  "lumo_ha": -0.0130,
  "orbital_gap_ev": 9.4,
  "e_tot_ev": -66348.914,
  "de_lowest_ev": 1.981,
  "species": ["C", "C", "C", "O", "C", "O", "O", "H", "H", "H", "H", "H", "H", "C", "C", "C", "O", "C", "O", "O", "H", "H", "H", "H", "H", "H", "C", "C", "C", "O", "C", "O", "O", "H", "H", "H", "H", "H", "H", "C", "C", "N", "H", "H", "H", "C", "C", "N", "H", "H", "H", "C", "C", "N", "H", "H", "H", "C", "C", "N", "H", "H", "H", "C", "C", "N", "H", "H", "H", "C", "C", "N", "H", "H", "H", "N", "C", "C", "C", "C", "C", "H", "H", "H", "H", "H", "N", "C", "C", "C", "C", "C", "H", "H", "H", "H", "H"],
  "xyz": [[4.77, 0.62, -0.16], [6.17, 0.67, -0.74], [6.08, 1.16, -2.19], [6.84, 2.31, -2.27], [7.48, 2.52, -1.15], [8.26, 3.43, -0.97], [6.97, 1.73, -0.22], [4.30, 1.57, -0.40], [4.69, 0.56, 0.92], [4.17, -0.16, -0.63], [6.63, -0.32, -0.70], [5.07, 1.47, -2.46], [6.46, 0.47, -2.94], [1.28, -3.53, 1.02], [1.82, -4.95, 1.03], [2.06, -5.53, 2.44], [1.26, -6.67, 2.45], [0.70, -6.89, 1.28], [-0.06, -7.82, 1.05], [0.81, -5.76, 0.49], [0.44, -3.53, 1.71], [0.77, -3.40, 0.07], [1.97, -2.73, 1.26], [2.70, -5.06, 0.40], [1.75, -4.86, 3.24], [3.11, -5.68, 2.69], [1.21, 0.55, -0.40], [-0.27, 0.57, 0.11], [-1.26, -0.18, -0.78], [-2.05, -0.75, 0.24], [-1.35, -0.94, 1.37], [-1.58, -1.77, 2.29], [-0.26, -0.12, 1.32], [1.70, -0.42, -0.49], [1.76, 1.27, 0.21], [1.31, 0.97, -1.40], [-0.59, 1.61, 0.15], [-0.84, -0.95, -1.43], [-1.84, 0.51, -1.39], [-4.37, -1.84, 4.11], [-3.52, -2.86, 4.62], [-2.84, -3.69, 5.01], [-3.93, -1.32, 3.27], [-4.54, -1.05, 4.84], [-5.16, -2.37, 3.57], [-1.07, 0.49, 4.63], [-2.43, 1.04, 4.93], [-3.51, 1.43, 5.13], [-0.99, -0.59, 4.75], [-0.36, 1.04, 5.24], [-0.81, 0.71, 3.59], [1.37, 4.06, 0.40], [0.28, 4.04, -0.55], [-0.61, 4.03, -1.25], [2.16, 3.38, 0.10], [1.04, 3.97, 1.44], [1.82, 5.05, 0.40], [-4.84, 1.92, 1.47], [-3.50, 2.46, 1.67], [-2.45, 2.92, 1.79], [-5.27, 1.65, 2.44], [-4.80, 1.03, 0.84], [-5.57, 2.63, 1.08], [2.56, -0.31, 3.15], [1.87, 0.95, 3.00], [1.30, 1.94, 2.98], [3.62, -0.27, 2.90], [1.98, -0.98, 2.51], [2.36, -0.55, 4.20], [-2.89, -4.79, 1.18], [-3.94, -3.86, 0.90], [-4.79, -3.08, 0.73], [-2.26, -4.42, 1.99], [-2.40, -4.55, 0.24], [-3.20, -5.84, 1.20], [2.06, 2.84, -4.02], [1.90, 1.49, -4.11], [1.28, 0.82, -5.15], [0.60, 1.63, -6.12], [0.79, 3.01, -6.06], [1.50, 3.58, -5.02], [2.23, 0.94, -3.23], [1.11, -0.25, -5.19], [0.08, 1.20, -6.97], [0.39, 3.63, -6.85], [1.75, 4.63, -5.02], [-5.02, 1.82, -4.63], [-3.66, 1.81, -4.56], [-2.93, 2.19, -3.41], [-3.64, 2.45, -2.27], [-5.04, 2.44, -2.28], [-5.71, 2.08, -3.47], [-3.16, 1.52, -5.48], [-1.85, 2.17, -3.35], [-3.09, 2.86, -1.44], [-5.56, 2.78, -1.39], [-6.78, 2.00, -3.54]]
}